11
Properties=species:S:1:pos:R:3 method="wB97M-V/def2-TZVPD" total_charge=0 smiles=CC(Br)Br.O de_lowest_ev=0.0571 lumo_ev=0.103 homo_energy_ev=-10.56 orbital_gap_ha=0.3918 molar_mass_da=205.9
C -0.677 1.224 1.542
C -0.212 1.277 0.070
Br 1.630 0.440 0.001
Br -1.561 0.389 -1.114
H -1.622 1.769 1.703
H 0.099 1.668 2.188
H -0.822 0.172 1.838
H -0.021 2.275 -0.374
O 1.353 -3.274 -2.139
H 1.447 -2.643 -1.390
H 0.387 -3.296 -2.325

***

72
Properties=species:S:1:pos:R:3 method="wB97M-V/def2-TZVPD" total_charge=0 smiles="COCCCN(C[SH](=O)=O)S(=O)(=O)F.COCCOCCOC.COCCOCCOC" lumo_ev=0.011 homo_energy_ev=-9.33 orbital_gap_ha=0.3434 molar_mass_da=517.6
C 0.671 -5.952 4.157
O 0.148 -5.739 2.837
C -1.267 -5.619 2.945
C -1.922 -5.500 1.542
C -3.382 -4.959 1.768
N -3.926 -5.353 3.090
C -5.050 -4.497 3.533
S -4.567 -2.770 3.903
O -5.806 -2.080 4.350
O -3.449 -2.682 4.857
S -4.586 -6.943 3.028
O -4.753 -7.384 4.425
O -3.740 -7.861 2.263
F -6.046 -6.862 2.328
H -0.121 -5.800 4.907
H 1.047 -6.984 4.224
H 1.470 -5.227 4.388
H -1.687 -6.488 3.481
H -1.493 -4.684 3.501
H -1.338 -4.826 0.901
H -2.014 -6.502 1.097
H -3.301 -3.863 1.658
H -4.051 -5.274 0.943
H -5.923 -4.478 2.855
H -5.410 -4.908 4.496
H -4.265 -2.216 2.667
C 3.760 -2.532 -1.266
O 2.521 -1.865 -1.376
C 1.460 -2.763 -1.664
C 0.122 -2.111 -1.373
O -0.226 -2.137 0.008
C 0.472 -1.216 0.842
C -0.004 0.216 0.682
O 0.586 0.808 -0.465
C -0.126 1.949 -0.896
H 4.010 -3.045 -2.201
H 4.525 -1.786 -1.057
H 3.738 -3.251 -0.440
H 1.562 -3.675 -1.064
H 1.516 -3.021 -2.730
H -0.651 -2.700 -1.873
H 0.068 -1.099 -1.776
H 1.550 -1.302 0.708
H 0.247 -1.531 1.864
H 0.302 0.801 1.559
H -1.097 0.231 0.600
H -1.144 1.674 -1.194
H 0.387 2.361 -1.763
H -0.154 2.707 -0.106
C 2.571 8.247 -5.720
O 2.338 8.011 -4.348
C 0.951 7.987 -4.043
C 0.717 7.339 -2.691
O 0.734 5.916 -2.741
C 2.016 5.311 -2.868
C 2.817 5.342 -1.579
O 3.430 6.611 -1.408
C 3.810 6.837 -0.068
H 2.152 9.212 -6.025
H 3.648 8.264 -5.879
H 2.140 7.444 -6.327
H 0.403 7.435 -4.814
H 0.594 9.025 -4.015
H -0.292 7.601 -2.366
H 1.409 7.716 -1.937
H 2.573 5.738 -3.703
H 1.815 4.266 -3.116
H 3.613 4.587 -1.624
H 2.156 5.121 -0.733
H 2.931 6.842 0.586
H 4.287 7.814 -0.014
H 4.522 6.075 0.269